ORCA calculation (the ωB97M-V functional and the def2-TZVPD basis) on a structure of composition C24H48AlK3O22P.

Geometry as XYZ:
```
99
Properties=species:S:1:pos:R:3:forces:R:3
Al -3.86671 -6.63080 -26.38922 -0.0796 -0.2797 0.1249
K -7.44278 -3.88129 -30.73312 0.1880 -0.0711 0.3860
K -11.18770 -7.12206 -33.47587 -0.6132 -0.2216 0.0407
K -6.01289 -9.36852 -33.70732 0.2265 -0.2759 0.2506
P -7.17043 -8.21976 -29.32792 0.8185 -0.8051 -0.2681
O -5.92845 -7.47667 -29.93832 -1.1287 0.7579 -1.1294
O -7.65930 -7.02172 -28.42832 0.0901 -1.1155 -0.8444
O -6.48026 -9.25247 -28.38121 -2.1250 0.6792 -0.6273
O -8.23213 -8.69685 -30.39136 2.3959 1.2032 2.1598
C 3.30474 -12.60800 -25.94408 -2.5229 0.9418 0.7430
C 1.89767 -11.91686 -26.15286 2.0052 0.1211 0.3665
O 1.08011 -12.75206 -26.90058 -1.1572 -1.3520 -1.5066
C -0.07310 -12.25134 -27.31978 -0.0579 0.1079 1.3345
O -0.56209 -11.22842 -26.86643 0.1035 -0.8202 -1.0671
O -0.63270 -13.11152 -28.20495 0.0490 1.7875 0.4638
C -1.98794 -12.77225 -28.45382 -1.8776 -1.7872 -0.5762
H 3.84395 -12.65230 -26.89033 0.3293 0.1351 0.5194
H 3.19092 -13.57508 -25.45427 -0.1307 -0.2180 -0.4974
H 3.63437 -11.98350 -25.11376 1.2728 0.1768 -0.5246
H 2.01296 -11.00488 -26.73861 0.2269 0.2537 0.2714
H 1.44025 -11.66164 -25.19697 -0.0671 -0.1163 0.0068
H -2.33338 -13.38688 -29.28508 0.6068 0.1124 -0.5027
H -2.33233 -11.75756 -28.65364 0.9888 0.2149 0.2880
H -2.62727 -13.22107 -27.69361 0.1807 0.4876 0.6884
C -7.96050 -19.10029 -31.84769 -0.7860 -0.9778 0.8236
C -8.82253 -18.87225 -30.55476 1.1487 -1.5649 -1.8530
O -9.18658 -17.54216 -30.48774 -0.4371 2.6641 0.2495
C -8.30290 -16.67732 -30.01343 0.9497 0.5621 1.6388
O -7.27466 -16.94363 -29.41950 -1.0098 0.3317 -0.8312
O -8.76252 -15.40348 -30.19502 -1.4397 -2.2064 -1.2182
C -8.38554 -14.35744 -29.37525 1.1141 0.6568 0.2376
H -7.06516 -18.48709 -31.94999 -0.1283 0.0535 0.3598
H -8.55920 -19.03326 -32.75607 -0.1221 0.3282 0.1120
H -7.67529 -20.15068 -31.78921 0.3791 -0.0281 -0.1456
H -8.29581 -19.23563 -29.67237 -0.0414 0.3023 0.0614
H -9.77452 -19.39137 -30.66576 0.1924 -0.1865 0.0937
H -8.23884 -14.64953 -28.33541 0.0046 -0.0416 -0.0514
H -9.14856 -13.58353 -29.45868 -0.0902 -0.1632 0.0952
H -7.45999 -13.96182 -29.79350 0.2710 0.2971 0.4292
C -10.16360 -1.27081 -25.08441 0.4127 -0.0617 0.2399
C -8.76919 -1.86739 -25.26259 -0.6526 0.5595 -1.0007
O -7.87850 -1.15622 -24.39772 -0.4861 -0.1428 -0.6652
C -6.77585 -1.71304 -23.96531 0.7284 0.4221 3.1955
O -6.40816 -2.85841 -24.01639 -0.0054 0.1266 -1.3130
O -6.19754 -0.78629 -23.10842 -1.3538 0.0163 -1.5545
C -4.80571 -0.76656 -23.08881 1.5551 -0.2924 0.0607
H -10.22496 -0.20770 -25.31710 0.4440 0.0354 0.0884
H -10.43258 -1.39339 -24.03526 -0.4735 -0.1210 -0.1821
H -10.85720 -1.73698 -25.78419 -0.1208 -0.3470 0.3427
H -8.46406 -1.66524 -26.28930 0.3476 0.1129 -0.1772
H -8.76563 -2.95450 -25.18332 0.2218 0.0714 0.7717
H -4.35058 -0.38347 -24.00215 -0.3481 -0.2069 -0.5531
H -4.44508 -1.77855 -22.90458 0.3262 0.1503 0.1939
H -4.42198 -0.04593 -22.36663 -0.5577 -0.3597 0.5037
C -18.72247 -9.99050 -34.93303 0.6970 -1.6679 -0.4790
C -17.37934 -9.53885 -34.43532 -0.9217 2.2279 1.3089
O -16.68551 -10.53912 -33.69653 1.5471 -0.3546 0.6848
C -15.62688 -10.08870 -32.99306 0.5213 2.3112 -0.4068
O -15.25943 -8.91487 -32.83135 -0.9102 -1.4367 -0.6041
O -14.93096 -11.08838 -32.51732 0.4147 -1.2757 0.4665
C -13.78910 -10.92083 -31.65255 -0.7194 -0.1876 0.9286
H -18.47477 -10.66842 -35.74983 -0.6972 0.0664 -0.4554
H -19.38421 -9.18000 -35.23849 0.3427 -0.0213 -0.0535
H -19.23012 -10.62386 -34.20554 -0.0161 0.2846 0.2355
H -17.58381 -8.75765 -33.70319 0.2442 0.3836 -0.1057
H -16.74494 -9.09848 -35.20455 0.0687 -0.2977 -0.1022
H -13.78093 -10.07285 -30.96774 -0.5026 0.6601 -0.6948
H -12.83654 -10.96782 -32.18030 -0.2503 -0.1889 -0.2591
H -13.90114 -11.72303 -30.92315 0.3899 -0.4592 -0.4858
C -10.76485 -9.13096 -24.73398 2.0248 -0.4932 -0.0207
C -10.71261 -7.61765 -24.43463 -0.9780 -0.7468 -0.8258
O -10.29414 -7.25454 -23.12390 -1.6772 -0.2125 -1.6603
C -9.04665 -7.43083 -22.79937 4.1527 -1.6794 -2.9614
O -7.98137 -7.69521 -23.42213 -3.1658 0.7107 -0.5333
O -9.02479 -7.35227 -21.56169 0.4650 0.1012 5.3433
C -7.87415 -7.76254 -20.81274 0.3460 0.5328 1.0682
H -9.71843 -9.41709 -24.83993 0.1536 -0.3445 -0.1362
H -11.23317 -9.42739 -25.67254 -0.1852 0.6985 -0.1400
H -11.14145 -9.86105 -24.01758 -0.4020 0.7809 0.5741
H -11.74812 -7.31719 -24.59442 0.2240 0.9029 0.5283
H -10.03695 -7.08031 -25.10010 -0.1951 -0.3096 -0.4580
H -8.02060 -7.23389 -19.87083 0.2417 -0.1123 -0.0145
H -6.89959 -7.50306 -21.22628 -0.4150 0.2729 -0.3981
H -7.84583 -8.82744 -20.58190 -0.5015 -0.0712 -0.4228
C 5.06050 -5.30010 -28.61256 -0.1969 1.2529 -0.3675
C 3.56296 -5.68852 -28.51716 0.7289 -1.2061 1.0050
O 2.88379 -5.87532 -29.80105 0.0127 0.6894 -0.8220
C 1.55896 -6.04760 -29.95625 0.9884 0.4023 -1.2328
O 0.80097 -6.34370 -29.09582 -1.3393 -0.2164 1.0006
O 1.20243 -5.85074 -31.29188 0.9702 -0.6480 0.7860
C -0.17167 -5.94795 -31.73159 0.7025 1.3535 0.3086
H 5.74159 -5.66259 -29.38250 -0.7771 -0.3858 -0.4165
H 5.62217 -5.50908 -27.70209 -0.6091 -0.3221 0.3654
H 5.07576 -4.21160 -28.66766 0.2734 0.0911 -0.3044
H 3.11025 -4.96193 -27.84247 -0.5583 0.3187 -0.6917
H 3.53610 -6.59429 -27.91139 -0.4405 -0.4788 -0.5300
H -0.18955 -5.62585 -32.77276 0.5524 -0.3498 -0.1214
H -0.67666 -5.11008 -31.25090 -0.6412 -0.5154 0.4848
H -0.65800 -6.92159 -31.67157 0.2729 0.0332 0.5628
```
Forces are in eV/Å.

Properties
- strongest force on any atom (eV/A) = 5.37
- net charge = +3
- HOMO level (eV) = -14.547
- energy (Ha) = -4981.1180
- Kohn-Sham gap (Eh) = 0.1190